A molecular structure, C22H18N4O6Ti, computed with wB97M-V/def2-TZVPD.

Properties
ΔE to the lowest compared entry with this formula, charge and spin = 0.068 eV
charge = -2
Kohn-Sham gap (spin up / spin down) = 0.1765 / 0.2437 Eh
multiplicity = 3
<S²> = 2.027
E = -2369.30688 Eh

Last column: Mulliken spin population.
Positions of all 51 atoms, in Å:
Ti -0.09 0.04 0.00  1.02
O 3.26 -2.49 0.81  0.00
C 2.40 -1.62 0.77  0.00
O 1.75 -1.19 -0.24  -0.01
C 2.10 -0.84 2.03  0.04
C 2.78 -0.98 3.23  -0.01
C 2.52 -0.08 4.25  0.02
C 1.64 0.96 4.02  -0.01
C 0.99 1.03 2.80  0.04
N 1.19 0.12 1.85  -0.02
C 0.06 2.15 2.38  0.00
O -0.08 3.11 3.15  0.01
O -0.44 1.98 1.23  0.00
H 3.50 -1.78 3.31  0.00
H 3.03 -0.17 5.20  0.00
H 1.42 1.73 4.75  0.00
C -2.02 -2.26 4.86  0.07
C -1.91 -0.97 4.35  -0.03
C -1.69 -0.76 3.00  0.08
C -1.54 -1.84 2.11  -0.08
C -1.70 -3.14 2.63  0.08
C -1.93 -3.34 3.98  -0.04
N -1.26 -1.59 0.78  0.16
N -1.70 -2.55 -0.04  0.51
C -1.32 -2.37 -1.35  -0.01
C -1.76 -3.32 -2.28  0.13
C -1.38 -3.23 -3.61  -0.10
C -0.54 -2.20 -4.01  0.16
C -0.12 -1.25 -3.07  -0.11
C -0.49 -1.28 -1.73  0.08
H -2.20 -2.43 5.92  0.01
H -2.01 -0.12 5.01  0.00
H -1.67 0.24 2.60  0.00
H -1.62 -3.97 1.95  0.01
H -2.03 -4.35 4.36  0.00
H -2.41 -4.13 -1.93  0.00
H -1.72 -3.97 -4.33  -0.01
H -0.22 -2.12 -5.05  0.01
H 0.55 -0.47 -3.44  0.00
N 1.19 1.46 -1.23  0.01
C 0.53 2.67 -1.73  0.00
C -0.73 2.35 -2.53  0.01
C -1.93 1.92 -1.67  0.00
O -3.02 2.43 -1.91  0.00
O -1.71 0.99 -0.83  -0.03
H 2.00 1.69 -0.66  0.01
H 1.51 0.86 -1.99  0.00
H 1.21 3.26 -2.36  0.00
H 0.27 3.28 -0.86  0.00
H -0.52 1.54 -3.24  0.00
H -1.03 3.23 -3.09  0.00

***

A single C22H18N6 molecule at a distorted geometry, computed with wB97M-V/def2-TZVPD.

Properties
ΔE to the lowest compared entry with this formula, charge and spin = 0.000 eV
Kohn-Sham gap = 0.2933 Eh
E = -1177.71566 Eh

Last column: Löwdin charge in e.
Positions of all 46 atoms, in Å:
C 0.60 -2.93 -1.05  -0.02
C 1.23 -1.80 -0.30  -0.19
C 2.08 -0.91 -0.95  0.02
C 2.65 0.17 -0.27  -0.22
C 3.53 1.13 -0.92  -0.04
C 3.67 1.30 -2.24  -0.09
C 4.56 2.26 -2.76  -0.24
N 5.30 3.03 -3.18  0.15
C 2.37 0.33 1.08  0.01
C 1.52 -0.53 1.75  -0.21
C 1.18 -0.33 3.20  -0.03
C 0.96 -1.60 1.05  -0.19
N 0.04 -2.44 1.73  0.11
C -1.26 -2.08 1.79  -0.32
C -2.25 -2.85 2.44  -0.01
C -3.52 -2.32 2.43  -0.14
N -3.84 -1.18 1.82  0.11
C -2.84 -0.54 1.21  -0.37
N -3.21 0.58 0.53  0.13
C -2.47 1.34 -0.36  -0.22
C -3.16 2.14 -1.29  -0.02
C -2.47 2.87 -2.23  -0.03
C -1.07 2.85 -2.25  -0.24
C -0.35 3.58 -3.22  -0.20
N 0.23 4.16 -4.02  0.16
C -0.39 2.08 -1.30  -0.01
C -1.08 1.34 -0.37  0.00
N -1.57 -0.93 1.19  0.19
H 0.93 -3.89 -0.66  0.08
H 0.85 -2.88 -2.11  0.08
H -0.48 -2.89 -0.95  0.08
H 2.29 -1.06 -1.99  0.11
H 4.10 1.76 -0.25  0.13
H 3.12 0.72 -2.97  0.11
H 2.80 1.17 1.61  0.12
H 1.32 -1.25 3.76  0.08
H 0.14 -0.03 3.29  0.08
H 1.81 0.45 3.63  0.08
H 0.30 -3.39 1.96  0.16
H -2.00 -3.78 2.91  0.10
H -4.34 -2.83 2.92  0.11
H -4.21 0.74 0.55  0.15
H -4.24 2.16 -1.29  0.11
H -3.00 3.47 -2.96  0.12
H 0.69 2.07 -1.31  0.11
H -0.55 0.74 0.34  0.08

***

A single C22H18N6O molecule at a distorted geometry, computed with wB97M-V/def2-TZVPD.

Properties
ΔE to the lowest compared entry with this formula, charge and spin = 1.675 eV
Kohn-Sham gap = 0.3123 Eh
E = -1252.85129 Eh

Last column: Löwdin charge in e.
Positions of all 47 atoms, in Å:
C -0.90 -3.90 -2.97  0.00
C -0.52 -2.68 -3.90  -0.27
N -0.66 -2.86 -5.16  0.14
C -0.72 -1.55 -5.70  -0.16
C -0.93 -1.09 -7.04  -0.07
N -0.92 0.21 -7.41  0.04
C -0.52 1.07 -6.48  -0.15
C -0.08 0.62 -5.19  -0.01
C -0.17 -0.65 -4.70  -0.19
N 0.08 -1.41 -3.61  0.05
C 0.23 -0.85 -2.32  -0.23
C 1.50 -0.65 -1.82  0.00
C 1.67 -0.23 -0.52  0.01
C 0.50 0.06 0.25  -0.15
C 0.57 0.47 1.70  -0.19
N 0.78 1.75 2.03  0.18
C 1.10 2.09 3.30  -0.32
N 2.30 2.72 3.40  0.13
C 2.72 3.01 4.70  -0.09
C 1.98 2.75 5.90  -0.08
C 0.81 2.10 5.77  -0.03
C 0.35 1.71 4.46  -0.15
N -0.79 0.89 4.37  -0.04
C -2.03 1.42 5.00  -0.01
C -0.89 -0.25 3.55  -0.37
O -1.85 -1.06 3.44  0.03
C 0.35 -0.62 2.70  -0.02
C -0.78 -0.16 -0.28  0.02
C -0.92 -0.69 -1.59  0.03
H 0.00 -4.23 -2.35  0.09
H -1.27 -4.75 -3.52  0.06
H -1.74 -3.65 -2.29  0.07
H -1.33 -1.82 -7.72  0.10
H -0.34 2.11 -6.64  0.09
H 0.38 1.41 -4.53  0.12
H 2.26 -0.88 -2.54  0.12
H 2.71 -0.10 -0.19  0.12
H 3.67 3.48 4.91  0.09
H 2.25 3.05 6.91  0.10
H 0.12 1.98 6.63  0.12
H -1.93 2.41 5.40  0.08
H -2.20 0.91 5.94  0.08
H -2.83 1.19 4.23  0.12
H 1.18 -0.61 3.46  0.15
H 0.23 -1.55 2.13  0.13
H -1.60 -0.14 0.38  0.10
H -1.84 -1.03 -2.06  0.13

***

A molecular structure, C22H18OPtSSiTe4, computed with wB97M-V/def2-TZVPD.

Properties
ΔE to the lowest compared entry with this formula, charge and spin = 0.795 eV
charge = -2
Kohn-Sham gap = 0.1773 Eh
E = -2803.53973 Eh

Last column: Löwdin charge in e.
Positions of all 48 atoms, in Å:
Pt 0.32 -1.80 -1.33  0.18
Te 2.63 0.67 -0.67  0.45
Te 3.52 2.95 -1.77  -0.28
Te -1.79 -0.47 -2.78  0.59
Te -0.53 -2.95 -3.51  -0.09
C 4.72 -3.16 2.65  -0.12
C 4.01 -2.12 3.23  -0.11
C 2.78 -1.74 2.72  -0.13
C 2.22 -2.38 1.61  -0.34
C 2.96 -3.41 1.02  -0.12
C 4.18 -3.81 1.54  -0.11
Si 0.54 -1.85 0.90  0.40
C -0.70 -3.17 1.51  -0.31
C -1.66 -2.86 2.48  -0.12
C -2.58 -3.81 2.93  -0.12
C -2.55 -5.09 2.42  -0.13
C -1.61 -5.43 1.45  -0.11
C -0.71 -4.47 1.00  -0.12
H 5.68 -3.46 3.04  0.09
H 4.43 -1.60 4.08  0.09
H 2.24 -0.92 3.17  0.09
H 2.57 -3.90 0.13  0.09
H 4.74 -4.61 1.06  0.09
H 0.18 -0.67 1.74  -0.02
H -1.69 -1.86 2.89  0.08
H -3.31 -3.54 3.68  0.09
H -3.27 -5.83 2.76  0.08
H -1.60 -6.43 1.03  0.09
H 0.00 -4.74 0.22  0.08
C -3.28 5.93 -1.32  -0.06
C -2.60 7.07 -2.03  -0.76
O -3.04 8.20 -2.03  -0.04
S -1.07 6.76 -2.87  1.01
C -0.79 5.02 -2.62  -0.58
C -0.12 4.56 -1.50  -0.13
C 0.07 3.21 -1.30  -0.13
C -0.40 2.26 -2.22  -0.30
C -1.05 2.75 -3.36  -0.08
C -1.24 4.11 -3.57  -0.12
C -0.25 0.83 -1.95  -0.71
C 0.67 0.18 -1.23  -0.95
H -4.18 6.32 -0.84  0.08
H -2.62 5.47 -0.59  0.08
H -3.54 5.15 -2.03  0.08
H 0.28 5.27 -0.77  0.11
H 0.59 2.87 -0.41  0.06
H -1.40 2.05 -4.11  0.05
H -1.75 4.46 -4.46  0.10

***

Please write out number 3 again, unchanged.
A single C22H18N6O molecule at a distorted geometry, computed with wB97M-V/def2-TZVPD.

Properties
ΔE to the lowest compared entry with this formula, charge and spin = 1.675 eV
Kohn-Sham gap = 0.3123 Eh
E = -1252.85129 Eh

Last column: Löwdin charge in e.
Positions of all 47 atoms, in Å:
C -0.90 -3.90 -2.97  0.00
C -0.52 -2.68 -3.90  -0.27
N -0.66 -2.86 -5.16  0.14
C -0.72 -1.55 -5.70  -0.16
C -0.93 -1.09 -7.04  -0.07
N -0.92 0.21 -7.41  0.04
C -0.52 1.07 -6.48  -0.15
C -0.08 0.62 -5.19  -0.01
C -0.17 -0.65 -4.70  -0.19
N 0.08 -1.41 -3.61  0.05
C 0.23 -0.85 -2.32  -0.23
C 1.50 -0.65 -1.82  0.00
C 1.67 -0.23 -0.52  0.01
C 0.50 0.06 0.25  -0.15
C 0.57 0.47 1.70  -0.19
N 0.78 1.75 2.03  0.18
C 1.10 2.09 3.30  -0.32
N 2.30 2.72 3.40  0.13
C 2.72 3.01 4.70  -0.09
C 1.98 2.75 5.90  -0.08
C 0.81 2.10 5.77  -0.03
C 0.35 1.71 4.46  -0.15
N -0.79 0.89 4.37  -0.04
C -2.03 1.42 5.00  -0.01
C -0.89 -0.25 3.55  -0.37
O -1.85 -1.06 3.44  0.03
C 0.35 -0.62 2.70  -0.02
C -0.78 -0.16 -0.28  0.02
C -0.92 -0.69 -1.59  0.03
H 0.00 -4.23 -2.35  0.09
H -1.27 -4.75 -3.52  0.06
H -1.74 -3.65 -2.29  0.07
H -1.33 -1.82 -7.72  0.10
H -0.34 2.11 -6.64  0.09
H 0.38 1.41 -4.53  0.12
H 2.26 -0.88 -2.54  0.12
H 2.71 -0.10 -0.19  0.12
H 3.67 3.48 4.91  0.09
H 2.25 3.05 6.91  0.10
H 0.12 1.98 6.63  0.12
H -1.93 2.41 5.40  0.08
H -2.20 0.91 5.94  0.08
H -2.83 1.19 4.23  0.12
H 1.18 -0.61 3.46  0.15
H 0.23 -1.55 2.13  0.13
H -1.60 -0.14 0.38  0.10
H -1.84 -1.03 -2.06  0.13

***

- The lowest E belongs to which entry?
  C22H18OPtSSiTe4

***

Repeat the third record exactly.
A single C22H18N6O molecule at a distorted geometry, computed with wB97M-V/def2-TZVPD.

Properties
ΔE to the lowest compared entry with this formula, charge and spin = 1.675 eV
Kohn-Sham gap = 0.3123 Eh
E = -1252.85129 Eh

Last column: Löwdin charge in e.
Positions of all 47 atoms, in Å:
C -0.90 -3.90 -2.97  0.00
C -0.52 -2.68 -3.90  -0.27
N -0.66 -2.86 -5.16  0.14
C -0.72 -1.55 -5.70  -0.16
C -0.93 -1.09 -7.04  -0.07
N -0.92 0.21 -7.41  0.04
C -0.52 1.07 -6.48  -0.15
C -0.08 0.62 -5.19  -0.01
C -0.17 -0.65 -4.70  -0.19
N 0.08 -1.41 -3.61  0.05
C 0.23 -0.85 -2.32  -0.23
C 1.50 -0.65 -1.82  0.00
C 1.67 -0.23 -0.52  0.01
C 0.50 0.06 0.25  -0.15
C 0.57 0.47 1.70  -0.19
N 0.78 1.75 2.03  0.18
C 1.10 2.09 3.30  -0.32
N 2.30 2.72 3.40  0.13
C 2.72 3.01 4.70  -0.09
C 1.98 2.75 5.90  -0.08
C 0.81 2.10 5.77  -0.03
C 0.35 1.71 4.46  -0.15
N -0.79 0.89 4.37  -0.04
C -2.03 1.42 5.00  -0.01
C -0.89 -0.25 3.55  -0.37
O -1.85 -1.06 3.44  0.03
C 0.35 -0.62 2.70  -0.02
C -0.78 -0.16 -0.28  0.02
C -0.92 -0.69 -1.59  0.03
H 0.00 -4.23 -2.35  0.09
H -1.27 -4.75 -3.52  0.06
H -1.74 -3.65 -2.29  0.07
H -1.33 -1.82 -7.72  0.10
H -0.34 2.11 -6.64  0.09
H 0.38 1.41 -4.53  0.12
H 2.26 -0.88 -2.54  0.12
H 2.71 -0.10 -0.19  0.12
H 3.67 3.48 4.91  0.09
H 2.25 3.05 6.91  0.10
H 0.12 1.98 6.63  0.12
H -1.93 2.41 5.40  0.08
H -2.20 0.91 5.94  0.08
H -2.83 1.19 4.23  0.12
H 1.18 -0.61 3.46  0.15
H 0.23 -1.55 2.13  0.13
H -1.60 -0.14 0.38  0.10
H -1.84 -1.03 -2.06  0.13